(1)
The following is a quantum chemistry calculation of a structure of composition C61H51ClFN6O4P2Te2Tl in a non-equilibrium geometry, from the Open Molecules 2025 dataset.

Lowest unoccupied orbital energy (alpha / beta) (eV): -1.439 / -1.643
Total charge: 0
Frontier orbital gap (alpha / beta) (eV): 6.1 / 6.0
Strongest force on any atom (eV/A): 1.7
Calculated total energy (eV): -134309.293
E_HOMO (alpha / beta) (eV): -7.534 / -7.616
Energy above the lowest of the compared OMol25 structures with the same formula, charge and spin (kcal/mol): 41.45

Last column: Mulliken charge in e.
Atoms and positions in Å:
Tl (0.30896, -0.05649, 0.01869)  1.184
O (2.86366, -4.89702, -3.35419)  -0.588
C (2.72732, -3.98699, -4.29175)  0.489
O (2.99012, -4.21091, -5.44845)  -0.618
C (2.21756, -2.63566, -3.87123)  -0.378
C (1.85713, -1.64807, -4.76315)  -0.156
Cl (1.75198, -1.77666, -6.45434)  -0.154
N (1.47757, -0.54907, -4.05567)  1.252
N (1.55891, -0.79402, -2.73123)  0.853
C (2.00464, -2.02997, -2.59758)  -0.219
C (2.18649, -2.61871, -1.20361)  0.213
O (2.30927, -3.85746, -1.12358)  -0.951
O (2.14806, -1.84032, -0.21645)  -0.199
C (1.03206, 0.73448, -4.51376)  0.015
C (0.26412, 1.51259, -3.65419)  1.925
C (-0.22738, 2.73797, -4.07233)  -1.260
C (0.06242, 3.21367, -5.34266)  -0.986
C (0.87317, 2.46221, -6.17608)  -1.248
C (1.36245, 1.22988, -5.76991)  -0.709
H (2.63839, -4.53539, -2.43800)  0.453
H (0.06297, 1.13804, -2.66061)  -0.244
H (-0.84298, 3.32537, -3.40454)  0.367
H (-0.33011, 4.16758, -5.67154)  0.475
H (1.13559, 2.83529, -7.15792)  0.402
H (1.99851, 0.67312, -6.43627)  0.495
C (-3.93767, -1.66417, 4.32259)  -1.005
C (-3.13083, -2.11345, 3.28606)  -0.940
C (-2.20252, -1.26233, 2.71002)  1.823
C (-2.05178, 0.03112, 3.19470)  -0.561
C (-2.82791, 0.47039, 4.26746)  -0.452
C (-3.77064, -0.37642, 4.82343)  -0.712
N (-1.07258, 0.83610, 2.54274)  2.140
N (-0.72194, 1.84099, 3.14540)  -0.930
C (0.39433, 2.53676, 2.68159)  -0.794
C (0.82608, 3.65000, 3.38389)  -0.244
C (2.02426, 4.28034, 3.06643)  -0.669
C (2.76894, 3.85698, 1.97618)  -0.903
C (2.22628, 2.73406, 1.37214)  0.228
N (1.16905, 2.07360, 1.65899)  0.515
H (-4.69928, -2.31104, 4.73956)  0.393
H (-3.22153, -3.12915, 2.92135)  0.541
H (-1.57315, -1.58557, 1.88935)  -0.727
H (-2.68622, 1.47799, 4.63276)  0.479
H (-4.38265, -0.03158, 5.64764)  0.404
H (0.21004, 3.99362, 4.20593)  0.540
H (2.37155, 5.12205, 3.65705)  0.422
H (3.67642, 4.34792, 1.65433)  0.565
H (3.13548, 1.88053, 0.02597)  -0.905
Te (-3.82638, 2.16344, -2.98898)  0.294
C (-5.61096, 1.25308, -3.73444)  0.121
C (-6.81537, 1.41925, -3.06408)  -0.266
C (-7.93503, 0.74188, -3.52501)  -0.419
N (-7.92084, -0.07325, -4.57988)  -0.625
C (-6.76449, -0.21132, -5.22435)  -0.437
C (-5.59157, 0.43583, -4.85448)  -0.199
C (-3.53280, 0.62082, -1.48252)  -1.446
P (-3.28022, 1.08452, 0.26486)  1.380
C (-2.68624, 2.81627, 0.24605)  -0.563
C (-1.64688, 3.15238, -0.62653)  0.684
C (-1.00982, 4.38345, -0.54765)  -0.412
C (-1.39011, 5.29334, 0.42860)  -0.805
C (-2.40428, 4.96273, 1.31813)  -0.926
C (-3.04286, 3.73287, 1.23612)  -0.473
C (-5.02344, 1.29993, 0.82704)  0.222
C (-5.80422, 2.36754, 0.37700)  -0.647
C (-7.12676, 2.48712, 0.77813)  -0.796
C (-7.68082, 1.55586, 1.64964)  -0.747
C (-6.90850, 0.50068, 2.10842)  -0.894
C (-5.58935, 0.36810, 1.69173)  0.132
P (-2.24396, -0.47492, -2.04584)  1.688
C (-2.76039, -1.18413, -3.65812)  0.368
C (-3.73467, -2.17771, -3.73614)  -0.339
C (-3.99700, -2.79877, -4.94767)  -0.912
C (-3.28196, -2.44518, -6.08520)  -0.643
C (-2.31193, -1.45528, -6.01443)  -0.749
C (-2.04869, -0.82906, -4.80244)  0.293
C (-2.33185, -2.01302, -1.05796)  -0.214
C (-1.29985, -2.93251, -1.26193)  -0.423
C (-1.34631, -4.18480, -0.67139)  -0.458
C (-2.42852, -4.52260, 0.13451)  -0.905
C (-3.45292, -3.61121, 0.34922)  -0.756
C (-3.40607, -2.35278, -0.23861)  -0.264
H (-6.88924, 2.05551, -2.19678)  0.368
H (-8.89051, 0.85573, -3.02193)  0.375
H (-6.77229, -0.88091, -6.07904)  0.410
H (-4.68761, 0.29559, -5.43142)  0.463
H (-1.32965, 2.42821, -1.37508)  -0.412
H (-0.20836, 4.62470, -1.23617)  0.493
H (-0.89797, 6.25529, 0.49828)  0.423
H (-2.68821, 5.66335, 2.09416)  0.436
H (-3.83670, 3.49380, 1.93329)  0.464
H (-5.37931, 3.10050, -0.29577)  0.611
H (-7.72954, 3.30962, 0.41006)  0.480
H (-8.71306, 1.65366, 1.96243)  0.396
H (-7.32960, -0.22169, 2.79740)  0.483
H (-4.99540, -0.47265, 2.04050)  0.367
H (-4.28870, -2.46504, -2.85119)  0.446
H (-4.75411, -3.57203, -4.99717)  0.444
H (-3.47274, -2.95199, -7.02291)  0.413
H (-1.74248, -1.18408, -6.89515)  0.491
H (-1.28640, -0.06234, -4.74105)  0.021
H (-0.47100, -2.66614, -1.91232)  0.396
H (-0.53767, -4.88712, -0.83294)  0.470
H (-2.47022, -5.50600, 0.58742)  0.401
H (-4.29685, -3.88125, 0.97351)  0.540
H (-4.20362, -1.63671, -0.07956)  0.635
C (0.91766, -3.86705, 2.11149)  -0.546
Te (1.64830, -1.91858, 2.54902)  0.458
C (0.96429, -2.05661, 4.58369)  -1.157
H (1.26481, -4.54822, 2.88597)  0.503
H (1.34467, -4.14525, 1.14789)  -0.014
H (-0.16872, -3.86695, 2.06366)  0.027
H (-0.11354, -2.17333, 4.63098)  0.250
H (1.24081, -1.14210, 5.11159)  0.342
H (1.44087, -2.90532, 5.07370)  0.429
F (4.33758, 4.42390, -5.40424)  -0.392
C (4.19442, 3.68661, -4.28018)  0.376
C (4.58074, 2.36212, -4.29808)  -0.570
C (4.39484, 1.60071, -3.15556)  -0.218
C (3.83504, 2.15396, -2.00432)  0.410
C (3.64704, 1.30577, -0.77729)  -0.218
C (3.49002, 3.50167, -2.01760)  0.188
C (3.66568, 4.28049, -3.15642)  -0.705
H (5.01923, 1.94571, -5.19632)  0.494
H (4.69336, 0.55754, -3.14602)  0.422
H (3.05121, 0.41710, -0.99809)  -0.266
H (4.60836, 0.97554, -0.37534)  0.489
H (3.07597, 3.94794, -1.11998)  0.141
H (3.40990, 5.33231, -3.16952)  0.455

(2)
The following is a quantum chemistry calculation of a structure of composition C18H17N5O2S4Zr, from the Open Molecules 2025 dataset.

Lowest unoccupied orbital energy (eV): -7.821
Total charge: +2
Frontier orbital gap (eV): 5.4
Strongest force on any atom (eV/A): 0.8
Calculated total energy (eV): -75096.572
E_HOMO (eV): -13.188
Energy above the lowest of the compared OMol25 structures with the same formula, charge and spin (kcal/mol): 0.00

Last column: natural (NBO) charge in e.
Atoms and positions in Å:
Zr (0.12174, -0.24288, 0.38627)  2.243
C (-5.53045, 0.85290, -1.10414)  -0.745
S (-4.37315, 1.77120, -0.07542)  0.462
C (-2.98281, 0.78636, -0.17727)  -0.052
S (-1.57198, 1.47820, 0.65433)  -0.175
N (-2.97482, -0.34340, -0.81199)  -0.361
N (-1.77537, -0.98594, -0.77478)  -0.386
C (-1.69640, -2.07819, -1.43725)  0.132
C (-0.44018, -2.80935, -1.40415)  0.147
C (-0.20962, -3.92122, -2.17968)  -0.184
C (1.02716, -4.55329, -2.09718)  -0.079
C (1.99576, -4.04754, -1.24773)  -0.220
C (1.70763, -2.91370, -0.51434)  0.102
N (0.51433, -2.30114, -0.58763)  -0.611
H (-6.46169, 1.41429, -1.06998)  0.262
H (-5.68170, -0.14335, -0.69823)  0.245
H (-5.16332, 0.80382, -2.12640)  0.247
H (-2.53925, -2.43940, -2.01823)  0.245
H (-0.98557, -4.28757, -2.83837)  0.260
H (1.23153, -5.43113, -2.69632)  0.262
H (2.96729, -4.51173, -1.15659)  0.267
H (2.44227, -2.47211, 0.14710)  0.232
O (3.33173, 1.78052, 4.36418)  -0.652
C (3.82635, 2.25992, 3.21688)  0.465
C (4.86006, 3.18786, 3.31386)  -0.293
C (5.41872, 3.72852, 2.17858)  -0.110
C (4.96461, 3.36272, 0.90502)  -0.246
C (3.94962, 2.45289, 0.79198)  -0.127
C (3.36100, 1.87797, 1.93811)  -0.286
C (2.30070, 0.91974, 1.76626)  0.581
O (1.91892, 0.60500, 0.50707)  -0.827
N (1.70853, 0.34446, 2.77980)  -0.436
N (0.72565, -0.59697, 2.41477)  -0.583
C (0.33313, -1.39531, 3.37392)  -0.056
S (0.92359, -1.28002, 4.96748)  0.483
C (0.10772, -2.81039, 5.52492)  -0.540
C (-1.18680, -2.98460, 4.75786)  -0.505
S (-0.81000, -2.64639, 3.00734)  0.347
H (2.60269, 1.16768, 4.17661)  0.501
H (5.20100, 3.46641, 4.30173)  0.247
H (6.21982, 4.44960, 2.27368)  0.237
H (5.41005, 3.79687, 0.02137)  0.236
H (3.58702, 2.16155, -0.18335)  0.224
H (-0.08056, -2.69828, 6.59194)  0.275
H (0.79618, -3.63881, 5.36775)  0.249
H (-1.95931, -2.29029, 5.08121)  0.250
H (-1.55909, -4.00520, 4.81970)  0.271

(3)
The following is a quantum chemistry calculation of a cluster of 3 separate species, C5H14NO2 in total in a non-equilibrium geometry, from the Open Molecules 2025 dataset.

Lowest unoccupied orbital energy (alpha / beta) (eV): -12.730 / -14.906
Total charge: +2
Frontier orbital gap (alpha / beta) (eV): 4.8 / 2.6
Strongest force on any atom (eV/A): 9.1
Multiplicity: 2
Calculated total energy (eV): -10968.219
E_HOMO (alpha / beta) (eV): -17.531 / -17.531
Energy above the lowest of the compared OMol25 structures with the same formula, charge and spin (kcal/mol): 198.20

Last column: Mulliken spin population.
Atoms and positions in Å:
O (-2.91728, 0.01630, 0.71751)  0.020
C (-1.68366, 0.47267, 0.80472)  -0.005
C (-0.69106, 0.69812, -0.16947)  -0.037
C (0.76330, 0.95412, 0.26658)  0.010
C (2.19965, 0.31288, -0.43781)  0.010
C (3.56600, 1.36729, -0.12758)  0.003
N (-1.01895, 0.15549, -1.49225)  0.280
H (-1.26997, 0.12223, 1.76319)  0.008
H (-1.40038, -7.40931, 3.12206)  0.000
H (0.85156, 0.88108, 1.38105)  -0.001
H (0.96354, 2.04151, 0.12789)  -0.003
H (2.49313, -0.59409, 0.34194)  0.006
H (1.84242, 0.17586, -1.53158)  -0.003
H (4.49115, 0.71271, -0.10840)  0.000
H (3.37131, 1.98800, 0.77542)  0.000
H (3.86119, 1.97632, -0.99938)  0.001
H (-1.48867, -0.65770, -1.24865)  -0.003
H (-1.53249, -6.81556, 3.57932)  0.000
H (-0.97350, 0.60131, -2.53552)  -0.012
H (-3.36444, 0.79438, -0.76206)  -0.022
H (-4.51735, 1.09552, -1.74874)  -0.014
O (-3.54550, 1.11089, -1.71824)  0.760

(4)
The following is a quantum chemistry calculation of a structure of composition C35H22ClIMnN2O4PS2, from the Open Molecules 2025 dataset.

Lowest unoccupied orbital energy (alpha / beta) (eV): 2.325 / 2.294
Total charge: -1
Frontier orbital gap (alpha / beta) (eV): 6.1 / 7.0
Strongest force on any atom (eV/A): 0.4
Multiplicity: 6
Calculated total energy (eV): -130729.411
E_HOMO (alpha / beta) (eV): -3.812 / -4.694
Energy above the lowest of the compared OMol25 structures with the same formula, charge and spin (kcal/mol): 1.60

Last column: Mulliken spin population.
Atoms and positions in Å:
Mn (-1.47583, 0.28105, -0.58235)  4.871
O (-2.44900, -2.16787, 0.74180)  -0.002
C (-1.38211, -1.60080, 0.49533)  0.069
C (-0.11434, -2.32184, 0.87255)  -0.106
C (-0.13855, -3.67104, 1.21058)  0.016
C (1.02554, -4.32791, 1.56540)  0.005
C (2.23059, -3.63712, 1.59785)  -0.002
C (2.26730, -2.29199, 1.27019)  -0.003
C (1.09593, -1.62735, 0.90044)  -0.020
P (1.04192, 0.13308, 0.40566)  -0.069
C (2.82426, 0.50954, 0.18912)  0.072
C (3.39807, 0.13516, -1.02626)  0.015
C (4.74643, 0.35306, -1.26333)  -0.001
C (5.53439, 0.96606, -0.29814)  0.004
C (4.96954, 1.35051, 0.90943)  -0.001
C (3.62168, 1.12061, 1.15446)  0.000
C (0.62660, 1.03454, 1.94562)  -0.007
C (0.17712, 0.41018, 3.10426)  0.013
C (-0.26384, 1.16878, 4.18300)  0.000
C (-0.24602, 2.55363, 4.11904)  0.003
C (0.21019, 3.18607, 2.96813)  0.001
C (0.62796, 2.43049, 1.88541)  -0.015
H (-1.09406, -4.17959, 1.17055)  0.000
H (1.00486, -5.38414, 1.80901)  0.000
H (3.14523, -4.15027, 1.86969)  0.000
H (3.21454, -1.76720, 1.29085)  0.000
H (2.79203, -0.34463, -1.78817)  0.003
H (5.17746, 0.04697, -2.20820)  0.000
H (6.58566, 1.14583, -0.48747)  0.000
H (5.57913, 1.82824, 1.66679)  -0.001
H (3.19148, 1.41130, 2.10407)  0.000
H (0.15116, -0.67176, 3.15619)  0.001
H (-0.62964, 0.67136, 5.07311)  0.000
H (-0.60018, 3.14253, 4.95641)  0.000
H (0.20619, 4.26682, 2.90084)  0.000
H (0.93867, 2.92755, 0.97169)  0.000
Cl (-3.71671, 5.69126, 3.39268)  0.001
C (-3.05335, 4.69284, 2.11887)  0.007
C (-2.29864, 5.26392, 1.13673)  -0.003
C (-1.74119, 4.49058, 0.10285)  0.011
I (-0.54052, 5.40391, -1.32911)  0.001
C (-1.92461, 3.11275, 0.01855)  -0.005
O (-1.43837, 2.35318, -0.88917)  0.017
C (-2.71843, 2.53072, 1.09135)  -0.036
N (-2.84017, 1.18271, 1.04114)  0.108
C (-3.52861, 0.55195, 1.96301)  0.025
C (-4.16067, 1.23992, 3.01620)  -0.003
C (-4.03724, 2.59810, 3.09851)  0.011
C (-3.28929, 3.29493, 2.12550)  -0.013
H (-2.11831, 6.33042, 1.15824)  -0.001
H (-3.56965, -0.52786, 1.87033)  -0.005
H (-4.72413, 0.68475, 3.75386)  -0.001
H (-4.50034, 3.15146, 3.90481)  0.000
O (1.17110, -3.83635, -2.23875)  0.000
S (1.09029, -2.68229, -3.08910)  0.000
O (2.32221, -2.03916, -3.46706)  0.001
N (0.04324, -1.57484, -2.47999)  0.005
C (-1.01482, -1.42942, -3.23370)  0.021
S (-2.28234, -0.34525, -2.92852)  0.016
C (-1.00796, -2.27445, -4.47659)  -0.009
C (-1.95168, -2.34998, -5.48569)  0.006
C (-1.71565, -3.22286, -6.54032)  0.001
C (-0.56181, -4.00268, -6.58309)  0.001
C (0.38518, -3.92547, -5.56918)  -0.001
C (0.13178, -3.04987, -4.53358)  0.000
H (-2.84415, -1.74034, -5.43578)  0.000
H (-2.43864, -3.30079, -7.34245)  0.000
H (-0.40200, -4.67583, -7.41588)  0.000
H (1.28516, -4.52582, -5.58818)  0.000